C27H55AlClN2O5S2 | ωB97M-V/def2-TZVPD

Structure (XYZ):
```
93
Properties=species:S:1:pos:R:3:forces:R:3
Cl 8.48532 0.44813 0.18984 0.1 0.0 0.1
S 0.51474 1.08728 4.07445 -0.2 -0.1 0.1
S 1.32465 2.29049 1.53540 0.0 0.3 -0.3
Al 5.30112 0.57524 2.89495 0.1 0.2 0.4
O -6.98614 5.23545 -2.36954 -0.1 0.0 -0.1
O 7.30286 -4.36197 -0.54111 0.1 -0.2 -0.1
O -3.46236 -5.84722 -1.31621 0.0 0.0 0.0
O -3.12444 -1.02739 1.45508 -0.2 -0.1 -0.1
O -2.91854 3.93309 1.14344 -0.1 0.0 -0.1
N 6.86005 1.05920 3.87656 -0.3 -0.3 -0.6
N -0.90305 0.73258 1.80535 0.1 -0.2 0.3
C 7.69266 -5.51734 -2.56340 0.1 0.0 0.0
C -8.14909 6.05137 -2.52793 0.0 -0.1 0.0
C -4.00896 -4.58409 0.60813 0.0 0.1 -0.1
C -6.51118 4.81769 -3.65272 0.1 0.1 0.0
C -2.17095 1.00629 2.47302 -0.4 -0.1 0.1
C -4.87240 -5.62106 -1.33173 0.0 0.1 -0.1
C 7.90302 -0.89625 1.26087 0.1 0.3 -0.2
C 7.07872 -5.74854 -0.29298 0.1 0.0 0.0
C -2.44240 3.51647 -0.14321 0.1 0.1 0.0
C -4.18131 5.08420 -0.49160 0.0 0.1 0.0
C 7.49731 -4.14217 -1.93814 -0.1 0.1 0.0
C -5.26909 -5.27534 0.09684 0.0 -0.1 0.1
C -7.60913 5.16167 -4.64927 -0.1 -0.1 0.0
C 6.83883 -6.39394 -1.65172 -0.1 0.0 0.0
C -0.76713 -0.73695 1.74305 -0.4 0.5 -0.4
C -8.23227 6.39777 -4.00790 0.1 0.1 0.0
C -3.54936 3.85343 -1.13392 -0.1 -0.1 0.1
C -4.08755 4.74004 0.98739 0.0 -0.1 0.0
C 5.46686 -1.23112 1.98677 0.3 0.6 -0.2
C -1.86876 -1.24043 0.85052 0.3 -0.3 0.2
C 2.60109 1.07134 1.06180 -0.5 -0.6 -0.2
C 3.83632 1.78330 0.54376 -0.1 0.9 0.4
C 0.21164 1.29360 2.50447 0.4 0.2 0.2
C -2.91534 -5.39511 -0.07293 0.0 -0.1 0.0
C -3.33181 0.33661 1.75854 0.0 0.4 0.1
C 4.88071 2.09442 1.61563 0.1 -0.5 0.0
C 6.51469 -1.35550 0.86428 -0.4 -0.7 0.5
H 7.11062 -7.44886 -1.67247 0.0 0.0 0.0
H 4.54153 2.95324 2.19429 -0.1 0.2 0.2
H 6.60732 -3.64507 -2.33862 0.0 0.0 -0.1
H 6.60260 -2.40219 0.57674 0.0 -0.1 -0.2
H -3.57832 5.96980 -0.70988 0.0 0.0 0.0
H -1.52351 4.06595 -0.36831 0.0 0.0 0.0
H 0.19160 -1.03040 1.33235 0.3 0.1 0.1
H 2.79194 0.42554 1.91319 0.2 0.1 0.3
H -3.61563 0.91020 0.87079 0.1 -0.1 -0.3
H -7.62367 7.27874 -4.22390 0.0 0.0 0.0
H 2.17507 0.45337 0.27745 -0.2 -0.1 -0.2
H -3.91866 -4.58009 1.69289 0.0 0.0 0.0
H -2.20402 2.45269 -0.10912 0.1 0.0 0.1
H -7.22704 5.33250 -5.65442 0.0 0.0 0.0
H -2.18014 0.65456 3.50572 0.3 -0.2 0.2
H -3.98102 -3.54780 0.26508 0.0 0.0 0.0
H -2.37937 2.07191 2.49528 0.2 0.2 -0.1
H -9.25074 6.59862 -4.33697 0.0 0.0 0.0
H -9.02386 5.47667 -2.20470 0.0 0.0 0.0
H 6.23168 -5.85705 0.38526 0.0 0.0 0.0
H -5.20147 5.27554 -0.81939 0.0 0.0 0.0
H 8.63679 -1.68128 1.15612 0.2 -0.2 -0.1
H -1.73273 -2.30940 0.72672 -0.3 -0.3 -0.1
H 6.16394 -0.84318 -0.02239 0.1 0.4 -0.2
H 3.48821 2.72080 0.09563 0.0 0.1 -0.3
H 5.78578 -6.30743 -1.92907 0.0 0.0 0.0
H -6.16198 -4.65394 0.14838 0.0 0.0 0.0
H -4.27955 3.04047 -1.17791 0.0 0.0 0.0
H 8.35306 -3.48191 -2.08020 0.0 0.0 0.1
H 7.95207 -0.51698 2.27312 -0.1 0.3 0.1
H -5.45495 -6.18814 0.66825 0.0 0.0 0.0
H 5.65472 -1.99225 2.74502 0.1 -0.2 0.2
H -0.92142 -1.15044 2.74028 0.3 -0.2 0.2
H -5.08434 -4.78966 -2.01336 -0.1 0.0 0.0
H -5.58671 5.36159 -3.87481 0.0 0.0 0.0
H 4.50110 -1.48575 1.54805 -0.3 -0.1 0.0
H -1.79651 -0.76979 -0.12945 -0.1 0.2 -0.2
H 4.06231 0.44503 3.96450 -0.2 -0.1 0.0
H -4.16746 0.38147 2.44762 -0.3 -0.1 0.0
H 5.79631 2.41175 1.12046 0.2 0.1 -0.1
H 7.12006 0.35507 4.55956 0.0 0.2 0.2
H -2.01328 -4.81447 -0.26807 0.0 0.0 -0.1
H 8.74135 -5.81724 -2.49639 0.0 0.0 0.0
H -4.00335 5.62041 1.62628 0.0 0.0 0.0
H 4.25095 1.22220 -0.28470 0.2 -0.4 -0.1
H -6.28477 3.75174 -3.61968 0.0 0.0 0.1
H -3.17214 4.02675 -2.14124 0.0 0.0 0.0
H -5.37347 -6.51373 -1.70931 0.0 0.0 0.0
H -8.05810 6.93085 -1.88961 0.0 0.0 0.0
H -8.34289 4.35378 -4.69592 0.0 0.0 0.0
H 7.39537 -5.55035 -3.61088 0.0 0.0 0.0
H 6.66693 1.92057 4.37671 0.2 -0.1 0.2
H -4.95778 4.15732 1.31255 0.0 0.1 0.0
H 7.96844 -6.16476 0.19358 0.0 -0.1 0.0
H -2.64018 -6.27215 0.52310 0.0 0.0 0.0
```
Forces are in eV/Å.

Output
Gap between HOMO and LUMO in eV: 6.121
Total charge: -1
Electronic energy in a.u.: -3046.43415